No. 1
Below is a 14-piece molecular cluster, C48H129N5O28 overall at a distorted geometry, with properties calculated with ωB97M-V with the def2-TZVPD basis set.

Properties
- HOMO-LUMO gap (eV) = 9.040
- energy relative to the best compared isomer or geometry (same formula, charge and spin) (eV) = 0.0000

XYZ file:
```
210
C48H129N5O28 | OMol25 | ωB97M-V with the def2-TZVPD basis set
C 4.62093 3.13206 6.35844
C 4.20161 4.55489 6.75302
O 2.98739 5.05770 6.17341
O 4.81761 2.85945 5.00141
H 3.88757 2.44216 6.66240
H 5.56306 2.97091 6.89816
H 4.98041 5.31902 6.57909
H 3.97063 4.48936 7.79799
H 3.11210 5.72089 5.45872
H 4.05855 3.09923 4.44555
C 5.56388 -0.76419 2.59483
C 7.00104 -0.61770 2.11916
O 7.41579 0.73421 2.13869
O 5.31203 -0.16126 3.87116
H 5.34196 -1.89444 2.58918
H 4.99708 -0.17831 1.86878
H 6.94084 -0.98560 1.06804
H 7.69752 -1.10163 2.75992
H 6.84890 1.24551 1.50815
H 5.89841 0.58505 3.97595
C -5.75271 -5.51112 -0.68784
C -4.67443 -6.41928 -0.10473
O -3.70468 -6.73751 -1.05014
O -5.23978 -4.17136 -0.95055
H -6.54998 -5.43967 0.07411
H -6.12623 -5.96916 -1.62507
H -5.19338 -7.36929 0.13973
H -4.17832 -5.94506 0.76386
H -2.99681 -6.07124 -1.05094
H -4.88990 -4.17770 -1.82331
C 2.97110 -2.58908 -2.56355
C 1.49475 -2.50471 -2.41596
O 0.69853 -2.97632 -3.54949
O 3.51176 -1.48861 -3.27482
H 3.23625 -3.52542 -3.09094
H 3.45884 -2.59076 -1.61281
H 1.24381 -1.44441 -2.23135
H 1.28398 -3.09343 -1.53105
H 0.79650 -2.47583 -4.33990
H 3.28721 -1.45987 -4.24059
C 1.64269 -1.22331 3.22724
C 1.51813 -1.34530 1.72483
O 1.86830 -2.66740 1.33372
O 0.79746 -2.16484 3.76639
H 1.44077 -0.18624 3.56951
H 2.73323 -1.46332 3.41676
H 2.32054 -0.73203 1.30514
H 0.59925 -1.07314 1.24592
H 1.50944 -3.31359 1.98020
H 0.76207 -2.23067 4.75230
C 4.04081 -1.30464 6.70697
C 2.70386 -1.51433 7.38744
O 1.61745 -1.38835 6.48955
O 3.82596 -0.01972 6.16434
H 4.05590 -2.06149 5.90901
H 4.95848 -1.44027 7.28138
H 2.54223 -0.86272 8.22491
H 2.50853 -2.47840 7.83106
H 1.87232 -0.61942 5.88771
H 4.36657 -0.01171 5.34793
C 4.06181 1.37611 0.20053
C 3.73965 0.33755 -0.82198
O 4.52413 0.64282 -1.93268
O 5.48264 1.57182 0.40882
H 3.73009 1.05744 1.18812
H 3.57087 2.34811 0.01965
H 2.68480 0.35005 -1.06539
H 3.98742 -0.68638 -0.46892
H 4.40702 -0.10789 -2.54623
H 5.72559 1.69123 -0.54360
C -1.58442 -4.60275 1.26799
C -0.90298 -4.43300 -0.13641
O -1.70326 -4.96040 -1.19334
O -2.81448 -3.98449 1.14995
H -1.05733 -4.13338 2.04378
H -1.61055 -5.69487 1.43836
H 0.07783 -4.91989 -0.15577
H -0.83766 -3.35822 -0.28761
H -1.23679 -4.84595 -2.05271
H -3.34289 -4.30312 0.40994
C -2.82457 3.95329 3.28619
C -2.35142 3.15695 4.51494
O -3.43392 2.49647 5.09477
O -3.11003 3.16979 2.12444
H -1.99664 4.65147 2.96965
H -3.73540 4.44600 3.59204
H -1.95712 3.90208 5.21458
H -1.52586 2.45411 4.38412
H -3.11725 1.62018 5.50418
H -3.96301 2.72872 2.24111
C 1.43788 2.47150 4.66864
O 0.70751 2.61120 3.43932
C 1.40325 3.47769 2.52912
C 0.64134 3.63096 1.21041
N 0.40653 2.32519 0.66325
C -0.46154 2.34301 -0.51275
C -0.46314 0.91075 -1.14397
O -0.93167 -0.10517 -0.28736
C -2.32289 -0.25108 -0.39235
H 2.52324 2.12461 4.51503
H 0.92908 1.75900 5.26234
H 1.48485 3.45525 5.16130
H 2.35338 3.02121 2.27455
H 1.65886 4.43225 3.01991
H 1.24048 4.19377 0.54740
H -0.28584 4.24604 1.41161
H 0.10975 1.71143 1.41038
H -0.02327 2.97330 -1.32012
H -1.47342 2.73690 -0.25367
H 0.57099 0.65455 -1.43833
H -1.13448 0.87136 -1.98057
H -2.88113 0.70553 -0.21829
H -2.56998 -0.92289 0.38757
H -2.71790 -0.66339 -1.29461
C -1.35853 4.13904 -8.17199
O -1.54529 3.07916 -7.24504
C -2.76837 3.13017 -6.52670
C -2.85442 1.87404 -5.63947
N -3.91625 1.83535 -4.70051
C -3.60217 2.57707 -3.53417
C -4.76212 2.78028 -2.53149
O -4.27466 3.61925 -1.52042
C -5.27121 4.54875 -1.17048
H -2.27643 4.22256 -8.69746
H -0.54914 3.81865 -8.86727
H -1.14482 5.09989 -7.73174
H -3.56604 3.20745 -7.28956
H -2.92308 4.05289 -5.96739
H -1.89715 1.80666 -5.10753
H -2.87985 1.02007 -6.30740
H -4.10567 0.84989 -4.59656
H -3.34791 3.61928 -3.83278
H -2.77794 2.11653 -3.03640
H -5.07139 1.85550 -2.03804
H -5.56182 3.27545 -3.04761
H -5.38719 5.30013 -1.96458
H -4.91904 5.01868 -0.27192
H -6.21954 4.01064 -1.00791
C 3.74448 4.92418 -4.70194
O 2.68162 4.25893 -5.34510
C 1.87464 3.39293 -4.52659
C 2.57800 2.11114 -4.18439
N 1.71391 1.05199 -3.76316
C 0.87523 0.44952 -4.72505
C 1.59329 -0.06277 -5.97969
O 2.46869 -1.09466 -5.57905
C 3.07448 -1.75520 -6.69363
H 4.62395 4.29473 -4.48731
H 3.42671 5.32611 -3.69534
H 4.02360 5.77330 -5.28803
H 0.96631 3.26890 -5.09557
H 1.60708 3.79546 -3.56065
H 3.24508 2.38420 -3.33206
H 3.29678 1.79428 -4.99052
H 2.27477 0.36401 -3.28572
H -0.01655 1.06877 -4.95472
H 0.47447 -0.36850 -4.12522
H 2.14151 0.79811 -6.43659
H 0.85993 -0.46150 -6.76250
H 3.44395 -0.93253 -7.37307
H 2.27051 -2.37619 -7.18743
H 3.83596 -2.46313 -6.33889
C 1.05127 1.49912 9.07230
O -0.27199 0.94734 8.99288
C -0.85116 1.05987 7.71099
C -2.00695 0.12357 7.80510
N -2.81724 0.07760 6.54542
C -2.35936 -1.01699 5.65082
C -2.96276 -0.90092 4.25884
O -4.34290 -1.27168 4.36114
C -5.03669 -1.32597 3.15166
H 0.98801 2.57537 8.95493
H 1.57366 1.15733 8.15676
H 1.50959 1.19270 9.99128
H -0.07352 0.69214 6.91957
H -1.12173 2.08414 7.44997
H -2.67020 0.61553 8.50046
H -1.69145 -0.84718 8.17733
H -3.81732 0.02391 6.79867
H -2.69600 -1.97391 6.04835
H -1.24896 -0.97422 5.58060
H -2.52948 -1.61567 3.51141
H -2.91627 0.11174 3.77711
H -6.00575 -1.70267 3.40366
H -4.58042 -2.07908 2.49151
H -5.12851 -0.35339 2.69860
C 1.24733 -5.15066 -6.86590
O 0.34593 -4.07900 -7.11536
C -1.04342 -4.28380 -6.81666
C -1.69546 -2.98152 -6.50864
N -2.89426 -3.29429 -5.71104
C -2.70833 -3.59699 -4.30210
C -2.70012 -2.39694 -3.28706
O -3.60781 -1.40830 -3.69234
C -4.91349 -1.87845 -3.54391
H 1.05080 -5.59645 -5.93269
H 2.25338 -4.72458 -6.75322
H 1.12590 -5.91150 -7.73066
H -1.13874 -4.90273 -5.91674
H -1.52251 -4.72908 -7.65494
H -2.02099 -2.70054 -7.46733
H -1.09536 -2.22092 -6.02189
H -3.60321 -2.55587 -5.83583
H -1.77739 -4.19770 -4.12416
H -3.50808 -4.24195 -4.05196
H -1.70185 -1.95249 -3.23371
H -3.07358 -2.77864 -2.30685
H -5.10539 -2.66617 -4.30564
H -5.57630 -1.00665 -3.56719
H -5.09520 -2.32631 -2.56321
```



No. 2
Below is a 9-piece molecular cluster, C42H51N9 overall at a distorted geometry, with properties calculated with ωB97M-V with the def2-TZVPD basis set.

Properties
- HOMO-LUMO gap (eV) = 9.668

XYZ file:
```
102
C42H51N9 | OMol25 | ωB97M-V with the def2-TZVPD basis set
C 0.35220 -3.31545 -3.31296
C -0.51710 -2.56968 -2.53618
C -1.72247 -3.14285 -2.16449
N -2.07305 -4.39814 -2.42064
C -1.19446 -5.12618 -3.11874
C 0.01006 -4.62867 -3.60315
H 1.19949 -2.84069 -3.79209
H -0.24339 -1.55487 -2.28181
H -2.41000 -2.56400 -1.55575
H -1.44469 -6.14409 -3.39430
H 0.58584 -5.26459 -4.26235
C -3.13941 0.73122 -1.88520
C -2.66877 1.43683 -2.98645
C -1.89945 2.56875 -2.76035
N -1.50783 2.94241 -1.54661
C -1.85319 2.18625 -0.50666
C -2.68133 1.07791 -0.62134
H -3.80282 -0.10265 -2.07772
H -2.86186 1.12317 -4.00427
H -1.60851 3.19339 -3.59726
H -1.53958 2.54108 0.46753
H -2.92832 0.41578 0.19747
C 3.31938 1.20209 -4.15527
C 4.05068 1.87644 -5.12297
C 3.39856 2.66362 -6.04102
N 2.05629 2.80284 -6.08421
C 1.35395 2.10891 -5.19876
C 1.95653 1.33701 -4.19299
H 3.81554 0.51144 -3.48363
H 5.13277 1.82387 -5.13576
H 3.95599 3.18651 -6.80735
H 0.27730 2.21143 -5.23943
H 1.33616 0.78847 -3.49529
C 3.75393 -4.59163 -0.99827
C 2.59691 -3.83756 -0.99959
C 2.63610 -2.46848 -1.09078
N 3.79007 -1.78871 -1.16366
C 4.92479 -2.50365 -1.15972
C 4.95618 -3.88552 -1.02143
H 3.79621 -5.65268 -0.79754
H 1.64112 -4.34958 -1.03105
H 1.77038 -1.82236 -1.02676
H 5.82674 -1.90780 -1.20203
H 5.89943 -4.40736 -0.92754
C 2.73411 4.75963 -2.54833
C 3.04549 5.83069 -3.38748
C 3.08354 7.10116 -2.85044
N 2.85007 7.36088 -1.55619
C 2.54358 6.34080 -0.76066
C 2.48163 5.02588 -1.21897
H 2.64113 3.72956 -2.86806
H 3.36489 5.55851 -4.38648
H 3.33954 7.93268 -3.49433
H 2.41384 6.61051 0.27934
H 2.16764 4.22608 -0.55864
C -4.61081 -5.01151 1.53861
C -3.44472 -4.46539 1.00704
C -2.32893 -4.46022 1.83301
N -2.34441 -4.83215 3.11959
C -3.49031 -5.30678 3.60829
C -4.63930 -5.44977 2.85331
H -5.47487 -5.18277 0.90758
H -3.39355 -4.20575 -0.04043
H -1.37875 -4.06056 1.50030
H -3.44517 -5.58758 4.65590
H -5.57148 -5.85725 3.22048
C -1.59485 3.56540 4.16057
C -0.65413 2.76661 5.04636
C 0.82704 3.16201 4.95127
C 1.23227 3.49548 3.57474
N 1.56914 3.77545 2.51535
H -2.63719 3.36248 4.39294
H -1.38080 3.38650 3.10865
H -1.47853 4.64633 4.30034
H -0.70725 1.71432 4.74703
H -1.00082 2.73292 6.08030
H 1.46589 2.36305 5.32252
H 1.03411 4.06512 5.53070
C 1.42322 1.12240 -0.76849
C 1.68896 0.79944 0.71372
C 0.50404 0.46694 1.60820
C -0.24571 -0.69366 1.11420
N -0.80986 -1.62524 0.74955
H 2.41172 1.24429 -1.20964
H 0.84787 2.03720 -0.89586
H 0.90421 0.30450 -1.27370
H 2.28863 1.61338 1.12102
H 2.38012 -0.05069 0.71807
H -0.24118 1.27067 1.58691
H 0.75639 0.42452 2.66626
C -2.54720 -1.38200 6.06635
C -3.72081 -1.73677 5.15716
C -3.41099 -1.59310 3.66969
C -2.91229 -0.26233 3.32531
N -2.48895 0.75891 3.01848
H -2.78213 -1.57089 7.11414
H -2.36445 -0.30375 6.00273
H -1.62156 -1.89814 5.81308
H -4.56437 -1.08211 5.39112
H -4.05205 -2.73946 5.43307
H -4.32973 -1.79064 3.11557
H -2.62823 -2.26805 3.31725
```



No. 3
Below is C36H31Cl3N2O3P2ScTe as an isolated structure, with properties calculated with ωB97M-V with the def2-TZVPD basis set.

Properties
- net charge = +1
- HOMO-LUMO gap (eV) = 6.057
- energy relative to the best compared isomer or geometry (same formula, charge and spin) (eV) = 0.9487

XYZ file:
```
79
C36H31Cl3N2O3P2ScTe | OMol25 | ωB97M-V with the def2-TZVPD basis set
Sc -1.69665 0.43915 -0.83717
Te -0.71727 -0.66715 2.66674
C 0.67425 -2.03580 3.45882
C 2.00577 -1.67520 3.58687
C 2.88573 -2.59570 4.13364
N 2.52411 -3.81114 4.54658
C 1.23934 -4.13312 4.43107
C 0.27515 -3.28625 3.89564
C 0.53715 0.09276 1.11446
P 0.32386 -1.07646 -0.26029
C 0.64631 -2.75966 0.30864
C -0.37633 -3.69925 0.38054
C -0.10650 -4.99546 0.79618
C 1.18678 -5.35032 1.15168
C 2.21172 -4.41370 1.09039
C 1.94469 -3.12298 0.66269
C 1.47187 -0.88195 -1.67347
C 1.91078 -2.02301 -2.35424
C 2.60776 -1.90716 -3.54814
C 2.87383 -0.65563 -4.08749
C 2.43103 0.48030 -3.42875
C 1.72881 0.36763 -2.23633
P 0.00944 1.77105 0.71060
C 1.44234 2.69608 0.08084
C 2.74187 2.31092 0.39456
C 3.81589 3.03782 -0.09470
C 3.59482 4.14532 -0.90442
C 2.29987 4.52652 -1.22785
C 1.22270 3.79998 -0.73875
C -0.39570 2.62289 2.25956
C -1.70017 3.03012 2.51516
C -2.01896 3.65167 3.71576
C -1.02847 3.87209 4.65976
C 0.28113 3.48116 4.40149
C 0.59873 2.86223 3.20520
H 2.35540 -0.70685 3.25062
H 3.93495 -2.34508 4.24425
H 0.95921 -5.12268 4.77474
H -0.75127 -3.62062 3.81186
H -1.39194 -3.41174 0.13444
H -0.90502 -5.72356 0.85061
H 1.39791 -6.35794 1.48496
H 3.21605 -4.68786 1.38430
H 2.74295 -2.39231 0.60861
H 1.71565 -3.00825 -1.95313
H 2.94950 -2.80044 -4.05443
H 3.42114 -0.56851 -5.01660
H 2.62830 1.46254 -3.83781
H 1.39060 1.27328 -1.75364
H 2.90091 1.42234 0.99526
H 4.82685 2.73779 0.14814
H 4.43466 4.70728 -1.29120
H 2.12895 5.38375 -1.86534
H 0.21031 4.08737 -1.00243
H -2.47203 2.86294 1.77364
H -3.03647 3.96402 3.91143
H -1.27224 4.35573 5.59629
H 1.05404 3.66013 5.13703
H 1.61890 2.55709 3.00754
C -1.86606 -1.38237 -4.24312
C -2.96191 -0.73620 -3.41492
C -4.35555 -1.14167 -3.83098
O -2.74123 -1.09533 -1.99605
C -2.78201 0.79635 -3.39843
O -3.49717 1.54153 -4.00650
O -1.77249 1.18100 -2.61623
H -1.94191 -2.47083 -4.18494
H -0.87816 -1.07024 -3.90109
H -1.98396 -1.09603 -5.28830
H -4.42457 -2.22316 -3.95204
H -4.59765 -0.66420 -4.77802
H -5.08646 -0.81577 -3.09172
H -2.56879 -2.03699 -1.91961
Cl -5.43529 3.92674 -2.15708
C -5.26878 3.55963 -0.45159
Cl -4.50990 4.88390 0.42820
Cl -6.80938 3.11457 0.27293
C -4.36907 2.39559 -0.33451
N -3.65266 1.50729 -0.25041
```



No. 4
Below is one molecule with the formula CH5OP at a distorted geometry, with properties calculated with ωB97M-V with the def2-TZVPD basis set.

Properties
- HOMO-LUMO gap (eV) = 10.213
- energy relative to the best compared isomer or geometry (same formula, charge and spin) (eV) = 1.0190

XYZ file:
```
8
CH5OP | OMol25 | ωB97M-V with the def2-TZVPD basis set
C -0.42202 0.63231 -0.07228
P 1.08075 -0.36680 -0.02153
O 2.62612 0.45455 0.01618
H -0.69056 0.93873 0.93856
H -0.24258 1.51474 -0.68315
H -1.21825 0.02892 -0.49914
H 0.93515 -1.24401 1.03378
H 1.02591 -1.19193 -1.12523
```



No. 5
Below is a 2-piece molecular cluster, C4H11NO2 overall at a distorted geometry, with properties calculated with ωB97M-V with the def2-TZVPD basis set.

Properties
- HOMO-LUMO gap (eV) = 9.915
- energy relative to the best compared isomer or geometry (same formula, charge and spin) (eV) = 2.2300

XYZ file:
```
18
C4H11NO2 | OMol25 | ωB97M-V with the def2-TZVPD basis set
C 1.92623 1.90240 0.94511
N 1.62041 0.70854 1.81956
C 0.19956 0.36934 1.66743
C -0.34158 0.01505 0.28527
C -1.23659 -1.17429 0.32457
O -1.33652 -2.00110 1.18591
H 2.98542 2.15877 1.00152
H 1.42827 1.91846 -0.01229
H 1.56258 2.72717 1.56930
H 2.07261 -0.04508 1.29553
H 0.12705 -0.44329 2.38947
H -0.43944 1.12307 2.21948
H 0.53637 -0.31367 -0.26883
H -0.77386 0.86927 -0.24487
H -1.76922 -1.33408 -0.65437
O -1.11699 -0.18958 -4.92733
H -0.91127 -0.39762 -4.01549
H -0.24690 -0.23267 -5.34642
```



The lowest HOMO-LUMO gap belongs to which entry? C36H31Cl3N2O3P2ScTe



Among the records above, which one has the highest HOMO-LUMO gap? CH5OP